Entry 1:
Density functional theory data (the ωB97M-V functional and the def2-TZVPD basis) for C14H19ClO2S in the gas phase.

Calculated values
SMILES string: CCCC1=C(S)C(=O)C(Cl)=C([C@@H](C)CCC)C1=O
HOMO-LUMO gap (eV): 7.777
HOMO level (eV): -9.5

The geometry in ORCA input format:
```
! wB97M-V def2-TZVPD RIJCOSX def2/J DEFGRID3
* xyz 0 1
C 3.69 -1.73 -0.03
C 4.30 -0.34 -0.67
C 3.76 1.03 0.07
C 2.23 1.47 -0.34
C 1.71 2.88 -0.08
S 2.79 4.19 0.73
C 0.13 3.24 -0.48
O -0.25 4.39 -1.05
C -0.96 2.02 -0.14
Cl -2.68 2.32 0.51
C -0.44 0.61 -0.39
C -1.29 -0.76 -0.09
C -1.58 -0.80 1.53
C -2.61 -0.97 -1.03
C -3.69 -2.00 -0.32
C -4.95 -1.22 0.40
C 1.10 0.45 -1.02
O 1.37 -0.41 -2.01
H 3.54 -1.71 1.13
H 4.50 -2.57 -0.27
H 2.69 -2.10 -0.52
H 5.47 -0.38 -0.49
H 4.03 -0.23 -1.83
H 3.72 0.77 1.23
H 4.52 1.94 -0.01
H 2.71 3.96 2.14
H -0.55 -1.67 -0.31
H -1.52 -1.90 1.98
H -2.57 -0.24 1.85
H -0.70 -0.20 2.09
H -3.10 0.03 -1.41
H -2.24 -1.54 -2.01
H -3.16 -2.80 0.39
H -4.15 -2.64 -1.22
H -5.74 -2.03 0.71
H -4.67 -0.62 1.37
H -5.40 -0.46 -0.38
*
```

These are the Löwdin partial charges, in e, on atoms 1 to 4: number 1, C, carries -0.14; number 2, C, carries -0.25; number 3, C, carries -0.18; number 4, C, carries -0.07



Entry 2:
Density functional theory data (the ωB97M-V functional and the def2-TZVPD basis) for 2 unconnected molecules or ions with the total composition C4H12NO.

Calculated values
Relative energy (zero: lowest compared OMol25 entry of this formula, charge and spin) (eV): 0.711
HOMO-LUMO gap (eV): 10.750
HOMO level (eV): -14.2

The geometry in ORCA input format:
```
! wB97M-V def2-TZVPD RIJCOSX def2/J DEFGRID3
* xyz 1 1
C 0.21 0.27 1.17
N 1.15 1.40 0.85
C 0.62 1.86 -0.51
C 0.51 0.51 -1.22
C 0.16 -0.51 -0.15
H -0.73 0.77 1.31
H 0.49 -0.31 2.04
H 1.10 2.12 1.57
H 2.13 1.11 0.76
H -0.34 2.32 -0.31
H 1.33 2.54 -0.96
H 1.48 0.32 -1.68
H -0.13 0.61 -2.10
H -0.78 -1.05 -0.18
H 0.91 -1.29 -0.12
H -2.35 -3.15 -0.72
H -3.36 -3.80 0.20
O -2.40 -3.71 0.06
*
```

These are the Löwdin partial charges, in e, on atoms 1 to 4: number 1, C, carries -0.10; number 2, N, carries 0.06; number 3, C, carries -0.08; number 4, C, carries -0.14



Entry 3:
Density functional theory data (the ωB97M-V functional and the def2-TZVPD basis) for a molecular structure, C39H35MnN4O5P2Te.

Calculated values
Expectation value of S²: 8.76
Relative energy (zero: lowest compared OMol25 entry of this formula, charge and spin) (eV): 0.331
HOMO-LUMO gap (alpha / beta) (eV): 6.004 / 7.247
HOMO level (alpha / beta) (eV): -3.9 / -5.1

The geometry in ORCA input format:
```
! wB97M-V def2-TZVPD RIJCOSX def2/J DEFGRID3
* xyz -1 6
Mn -0.28 0.33 0.69
C 1.67 -3.17 -0.20
C 2.22 -2.08 0.65
N 1.57 -0.98 0.99
C 2.43 -0.25 1.79
C 3.60 -0.93 1.94
N 3.45 -2.08 1.20
C 4.93 -0.71 2.59
O 5.07 0.37 3.31
O 5.81 -1.54 2.41
C 1.97 1.05 2.41
O 2.79 1.65 3.15
O 0.81 1.43 2.13
H 1.47 -2.79 -1.20
H 0.74 -3.54 0.23
H 2.38 -4.00 -0.28
H 4.18 -2.76 1.09
H 4.17 0.89 3.35
N -4.36 -1.93 1.20
C -3.82 -0.70 1.46
O -4.14 0.28 0.81
C -2.81 -0.66 2.58
C -1.42 -1.02 2.04
H -4.79 -2.04 0.30
H -3.89 -2.73 1.58
H -3.14 -1.34 3.38
H -2.84 0.35 2.98
H -1.45 -2.05 1.64
H -0.74 -1.08 2.90
Te -0.21 0.28 -4.36
C -1.02 1.97 -5.35
C -0.69 3.27 -5.01
C -1.28 4.32 -5.71
N -2.12 4.16 -6.73
C -2.42 2.90 -7.06
C -1.91 1.79 -6.41
C -0.33 0.71 -2.34
P -1.76 0.54 -1.32
C -2.56 -1.03 -1.81
C -3.91 -1.14 -2.10
C -4.47 -2.38 -2.41
C -3.67 -3.52 -2.41
C -2.32 -3.42 -2.10
C -1.77 -2.18 -1.80
C -2.97 1.82 -1.82
C -3.57 1.86 -3.07
C -4.36 2.94 -3.45
C -4.56 4.00 -2.56
C -3.98 3.96 -1.30
C -3.19 2.87 -0.93
P 0.99 1.41 -1.43
C 2.57 0.54 -1.77
C 3.75 1.05 -1.24
C 4.94 0.34 -1.31
C 4.97 -0.91 -1.92
C 3.80 -1.43 -2.46
C 2.61 -0.72 -2.38
C 1.33 3.08 -2.12
C 2.30 3.39 -3.06
C 2.38 4.67 -3.60
C 1.50 5.66 -3.19
C 0.53 5.36 -2.24
C 0.45 4.09 -1.71
H -0.01 3.49 -4.20
H -1.04 5.34 -5.44
H -3.11 2.77 -7.88
H -2.21 0.80 -6.72
H -4.54 -0.27 -2.06
H -5.52 -2.45 -2.65
H -4.10 -4.48 -2.66
H -1.70 -4.30 -2.10
H -0.72 -2.10 -1.56
H -3.41 1.05 -3.77
H -4.80 2.97 -4.43
H -5.16 4.84 -2.85
H -4.14 4.77 -0.60
H -2.76 2.83 0.06
H 3.74 2.01 -0.74
H 5.84 0.75 -0.87
H 5.89 -1.47 -1.97
H 3.81 -2.40 -2.94
H 1.70 -1.14 -2.78
H 2.98 2.62 -3.41
H 3.14 4.89 -4.34
H 1.57 6.66 -3.60
H -0.17 6.12 -1.92
H -0.33 3.86 -0.98
*
```

These are the Löwdin partial charges, in e, on atoms 1 to 4: number 1, Mn, carries 0.67; number 2, C, carries 0.01; number 3, C, carries -0.34; number 4, N, carries 0.11